[1]
{
  "formula": "C2H3BrN2S",
  "method": "the ωB97M-V functional and the def2-TZVPD basis",
  "species": ["Br", "S", "N", "N", "C", "C", "H", "H", "H"],
  "coordinates": [[3.832, 0.130, -0.130], [2.123, -1.281, 0.378], [0.827, -0.240, 0.541], [-1.587, -2.562, -0.211], [-0.273, -0.336, -0.491], [-1.031, -1.585, -0.387], [-0.035, -0.200, -1.670], [0.347, -0.107, 1.531], [-0.795, 0.649, -0.258]],
  "smiles": "N#CCNSBr",
  "relative_energy_ev": 1.009,
  "homo_lumo_gap_ev": 8.86,
  "e_lumo_ev": -0.58
}

[2]
{
  "formula": "C2H3N4",
  "method": "the ωB97M-V functional and the def2-TZVPD basis",
  "species": ["N", "N", "N", "N", "C", "C", "H", "H", "H"],
  "coordinates": [[2.423, 0.353, -0.052], [1.674, 1.282, 0.133], [0.781, -1.164, 0.138], [2.138, -0.907, -0.047], [-0.015, -0.217, 0.206], [-1.375, 0.092, -0.070], [-1.887, -0.606, -0.769], [-2.183, -0.053, 0.819], [-1.555, 1.220, -0.358]],
  "charge": -1,
  "relative_energy_ev": 3.814,
  "homo_lumo_gap_ev": [6.86, 6.86],
  "e_lumo_ev": [4.25, 4.25]
}

[3]
{
  "formula": "C27H62O30S5",
  "method": "the ωB97M-V functional and the def2-TZVPD basis",
  "species": ["S", "S", "S", "S", "S", "O", "O", "O", "O", "O", "O", "O", "O", "O", "O", "O", "O", "O", "O", "O", "O", "O", "O", "O", "O", "O", "O", "O", "O", "O", "O", "O", "O", "O", "O", "C", "C", "C", "C", "C", "C", "C", "C", "C", "C", "C", "C", "C", "C", "C", "C", "C", "C", "C", "C", "C", "C", "C", "C", "C", "C", "C", "H", "H", "H", "H", "H", "H", "H", "H", "H", "H", "H", "H", "H", "H", "H", "H", "H", "H", "H", "H", "H", "H", "H", "H", "H", "H", "H", "H", "H", "H", "H", "H", "H", "H", "H", "H", "H", "H", "H", "H", "H", "H", "H", "H", "H", "H", "H", "H", "H", "H", "H", "H", "H", "H", "H", "H", "H", "H", "H", "H", "H", "H"],
  "coordinates": [[2.937, 32.675, 21.953], [-0.276, 25.768, 12.762], [0.462, 27.145, 25.664], [-1.643, 31.439, 27.044], [-0.272, 22.817, 21.650], [3.300, 28.638, 21.783], [-4.017, 27.734, 23.139], [-5.219, 25.854, 23.378], [-0.166, 29.579, 20.526], [-0.442, 32.184, 26.257], [-1.354, 22.373, 22.463], [-0.783, 24.817, 13.724], [0.092, 27.499, 19.777], [0.315, 29.219, 18.351], [0.370, 24.097, 21.858], [1.586, 21.312, 17.723], [5.361, 28.676, 22.543], [-0.539, 27.319, 13.213], [0.014, 22.852, 17.251], [-0.533, 27.198, 24.624], [3.413, 32.374, 20.447], [-0.682, 25.702, 11.376], [1.368, 28.243, 25.884], [-0.305, 26.918, 27.072], [2.086, 31.593, 22.416], [-0.801, 22.886, 20.129], [5.027, 28.804, 20.351], [-3.142, 29.910, 19.823], [-2.023, 32.281, 28.146], [2.739, 25.689, 22.284], [-0.811, 32.459, 19.916], [1.958, 23.503, 17.961], [4.095, 33.028, 22.715], [-4.563, 27.092, 25.157], [-2.586, 30.922, 26.058], [2.471, 31.930, 19.452], [-0.460, 27.610, 14.621], [1.231, 22.442, 17.618], [1.882, 34.126, 21.513], [-0.747, 30.084, 27.805], [4.595, 28.722, 21.464], [-4.628, 26.773, 23.845], [0.994, 21.552, 21.367], [-3.613, 28.808, 23.967], [1.506, 25.757, 12.809], [0.136, 27.398, 21.190], [0.123, 31.477, 25.116], [-3.034, 22.738, 19.227], [-0.310, 26.474, 29.398], [-1.746, 21.997, 19.581], [-3.636, 28.162, 25.347], [3.152, 30.959, 18.498], [0.401, 27.218, 28.273], [-0.447, 29.114, 14.764], [3.170, 28.757, 23.180], [-0.472, 28.712, 21.617], [0.107, 28.795, 19.445], [4.559, 28.276, 23.654], [1.378, 25.643, 25.476], [1.218, 24.720, 17.824], [-0.170, 24.241, 17.283], [-0.360, 32.119, 23.837], [1.223, 25.293, 18.747], [4.643, 27.193, 23.763], [0.438, 28.268, 28.555], [0.072, 30.686, 28.198], [0.383, 29.682, 14.353], [2.527, 34.901, 21.107], [-1.296, 26.894, 29.631], [1.789, 24.706, 12.892], [1.398, 21.714, 20.372], [1.174, 27.350, 21.535], [-0.895, 32.361, 18.961], [-1.553, 28.657, 21.755], [3.115, 24.996, 21.730], [-4.019, 29.798, 20.207], [-1.446, 21.530, 18.642], [1.990, 26.147, 11.921], [-1.408, 29.522, 14.458], [2.484, 28.069, 23.665], [-0.574, 25.441, 29.179], [1.772, 21.669, 22.120], [0.058, 29.051, 22.507], [-2.624, 27.842, 25.590], [-4.254, 29.689, 23.897], [2.457, 30.756, 17.679], [0.261, 26.660, 30.309], [2.171, 32.824, 18.904], [1.786, 25.588, 22.186], [-3.566, 23.083, 20.112], [0.197, 32.979, 23.485], [-2.035, 21.147, 20.204], [1.122, 33.780, 20.817], [0.396, 27.138, 15.111], [1.705, 25.329, 17.062], [4.079, 31.257, 18.005], [-3.699, 22.102, 18.633], [1.423, 25.149, 26.446], [-0.438, 24.650, 16.311], [1.197, 31.642, 25.209], [-2.905, 23.534, 18.490], [-3.248, 30.616, 19.176], [2.393, 25.853, 25.146], [-0.343, 31.337, 23.079], [-2.603, 29.033, 23.624], [0.886, 24.988, 24.762], [-0.387, 29.260, 15.850], [-0.092, 30.411, 25.151], [-1.368, 27.206, 15.075], [-1.370, 29.516, 28.481], [-4.002, 28.826, 26.125], [0.534, 20.570, 21.443], [4.882, 28.739, 24.584], [-1.067, 31.595, 20.271], [1.388, 26.749, 28.219], [1.801, 26.242, 13.737], [1.411, 34.499, 22.420], [2.947, 29.793, 23.426], [-0.313, 29.526, 26.976], [-0.922, 24.591, 17.990], [-1.376, 32.505, 23.945], [-0.287, 26.461, 21.549], [3.381, 30.001, 18.965], [1.640, 31.386, 19.896]],
  "smiles": "CCOS(C)(=O)=O.CCOS(C)(=O)=O.CCOS(C)(=O)=O.CCOS(C)(=O)=O.CCOS(C)(=O)=O.O=C1OCCO1.O=C1OCCO1.O=C1OCCO1.O=C1OCCO1.O.O.O",
  "relative_energy_ev": 0.000,
  "homo_lumo_gap_ev": 10.58,
  "e_lumo_ev": -0.16
}

[4]
{
  "formula": "C8H8Cl3N",
  "method": "the ωB97M-V functional and the def2-TZVPD basis",
  "species": ["Cl", "Cl", "Cl", "N", "C", "C", "C", "C", "C", "C", "C", "C", "H", "H", "H", "H", "H", "H", "H", "H"],
  "coordinates": [[3.866, 0.364, -0.877], [2.742, 2.095, 1.114], [1.303, -0.213, 3.285], [1.748, -0.384, 0.638], [-0.397, -1.180, 1.405], [-1.384, -1.873, 1.272], [1.115, 1.494, -1.334], [0.594, -0.184, 1.528], [-2.415, -2.924, 1.135], [-0.861, 2.323, -2.864], [0.157, 1.802, -1.966], [2.451, 0.632, 0.055], [2.301, -1.217, 0.884], [-2.184, -3.448, 0.217], [-3.272, -2.273, 0.945], [-1.511, 2.815, -2.139], [-0.358, 3.042, -3.449], [0.188, 0.935, 1.461], [-1.577, 1.749, -3.296], [-2.507, -3.556, 1.986]],
  "relative_energy_ev": 5.395,
  "homo_lumo_gap_ev": 9.48,
  "e_lumo_ev": 0.18
}

[5]
{
  "formula": "C47H43IrN7O2PS3",
  "method": "the ωB97M-V functional and the def2-TZVPD basis",
  "species": ["Ir", "S", "S", "S", "P", "O", "O", "N", "N", "N", "N", "N", "N", "N", "C", "C", "C", "C", "C", "C", "C", "C", "C", "C", "C", "C", "C", "C", "C", "C", "C", "C", "C", "C", "C", "C", "C", "C", "C", "C", "C", "C", "C", "C", "C", "C", "C", "C", "C", "C", "C", "C", "C", "C", "C", "C", "C", "C", "C", "C", "C", "H", "H", "H", "H", "H", "H", "H", "H", "H", "H", "H", "H", "H", "H", "H", "H", "H", "H", "H", "H", "H", "H", "H", "H", "H", "H", "H", "H", "H", "H", "H", "H", "H", "H", "H", "H", "H", "H", "H", "H", "H", "H", "H"],
  "coordinates": [[0.395, -0.054, -0.882], [-1.593, -4.337, -2.746], [-0.899, -0.576, 2.852], [0.714, -2.403, -2.272], [1.665, 1.902, -0.656], [0.276, -1.360, 3.095], [-1.101, 0.707, 3.502], [-1.762, -2.086, -1.324], [-1.422, 0.765, -0.583], [3.976, -1.068, 2.195], [3.117, -3.255, 1.460], [2.247, -1.180, 0.411], [-0.884, -0.375, 1.265], [4.574, -1.972, -0.024], [-5.435, -2.386, -1.251], [4.408, 2.154, -0.911], [-0.163, 4.046, -0.381], [1.703, 3.033, -5.088], [-3.050, -2.506, -1.569], [-2.263, 1.524, -1.332], [-2.273, -1.670, 3.112], [0.104, 1.112, -5.459], [3.615, -2.474, 2.592], [-2.792, -1.717, 4.401], [-3.449, 2.026, -0.835], [-0.754, 0.153, -4.930], [-2.990, 1.029, 1.280], [-2.770, -2.481, 2.072], [5.637, 2.778, -0.750], [4.198, -3.314, 0.439], [-0.784, -0.034, -3.569], [0.187, 0.521, -2.717], [5.779, 3.893, 0.064], [-0.325, 3.728, 2.391], [0.572, 3.061, 0.272], [-5.607, -4.297, 3.848], [-3.854, -3.288, 2.358], [-0.885, -2.884, -1.928], [-4.431, -4.339, -2.372], [-4.417, -3.361, 3.653], [1.669, 2.420, -2.338], [1.947, -2.563, 0.872], [4.682, 4.314, 0.784], [-3.874, -2.561, 4.658], [-1.150, 4.640, 1.748], [2.379, 3.795, -4.181], [0.912, 1.600, -3.218], [-1.806, 0.435, 0.688], [2.341, 3.513, -2.807], [0.934, 1.908, -4.627], [0.539, 2.940, 1.646], [3.453, 3.677, 0.678], [-4.204, -1.828, -1.086], [-3.166, -3.738, -2.283], [2.767, -0.455, 1.605], [-5.511, -3.651, -1.852], [3.315, 2.554, -0.160], [-1.020, 4.839, 0.384], [3.351, -1.294, -0.557], [5.012, -1.182, 1.151], [-3.784, 1.848, 0.505], [2.817, -2.476, 3.350], [-4.099, 2.603, -1.484], [-3.216, 0.779, 2.301], [3.627, -0.284, -0.875], [-2.350, -1.120, 5.191], [-1.613, -0.594, -3.135], [0.120, 1.289, -6.525], [5.889, -1.669, 1.548], [-0.420, 3.582, 3.483], [-5.328, -5.356, 3.636], [5.087, -3.826, 0.825], [-0.126, 4.158, -1.448], [1.164, 2.239, 2.190], [-4.632, 2.367, 0.956], [-4.286, -3.873, 1.559], [4.510, -2.968, 2.982], [6.504, 2.407, -1.311], [2.961, 4.646, -4.486], [5.283, -0.187, 0.767], [-4.269, -2.600, 5.670], [1.989, -0.457, 2.374], [-4.539, -5.294, -2.889], [-2.342, -2.487, 1.075], [-1.633, 5.608, -0.089], [4.310, 1.384, -1.673], [1.594, -3.116, -0.022], [-5.938, -4.258, 4.888], [-1.951, 1.746, -2.342], [-4.051, -0.893, -0.577], [2.787, 4.217, -2.109], [2.987, 0.582, 1.335], [1.726, 3.294, -6.124], [-6.448, -3.974, 3.207], [6.729, 4.423, 0.110], [2.973, -1.824, -1.436], [1.139, -2.502, 1.636], [-1.888, 5.208, 2.300], [-1.430, -0.382, -5.595], [4.789, 5.145, 1.477], [-6.514, -4.071, -1.957], [3.775, -3.885, -0.392], [2.594, 4.083, 1.181], [-6.329, -1.889, -0.869]],
  "charge": 1,
  "relative_energy_ev": 0.000,
  "homo_lumo_gap_ev": [4.62, 4.62],
  "multiplicity": 6,
  "s2": 8.833,
  "e_lumo_ev": [-2.78, -6.14]
}

[6]
{
  "formula": "C3H6",
  "method": "the ωB97M-V functional and the def2-TZVPD basis",
  "species": ["C", "C", "C", "H", "H", "H", "H", "H", "H"],
  "coordinates": [[-0.251, -0.299, 0.205], [-1.457, 0.150, -0.178], [1.149, 0.128, -0.158], [-1.392, 0.965, -0.852], [1.513, -0.690, -0.696], [1.427, 1.006, -0.621], [1.626, 0.206, 0.779], [-0.126, -1.284, 1.472], [-2.489, -0.182, 0.049]],
  "relative_energy_ev": 2.486,
  "homo_lumo_gap_ev": 10.93,
  "e_lumo_ev": 1.18
}

Values of calculated total energy, in order: -3159.66925; -296.91195; -5314.07857; -1744.71766; -3990.43637; -117.78058, all in Eh.